(1)
ORCA calculation (ωB97M-V/def2-TZVPD) on a structure of composition C35H42BiCl2N2O3Sb.

Last column: Mulliken charge in e.
Geometry (Å):
O 1.402 -1.292 -2.054  -0.458
C 1.322 -2.521 -2.319  0.009
C 1.692 -2.933 -3.666  0.193
C 1.174 -2.322 -4.850  -0.147
H 0.291 -1.702 -4.787  0.514
C 1.815 -2.479 -6.087  -0.577
H 1.426 -1.965 -6.978  0.332
C 2.932 -3.300 -6.217  -0.402
H 3.387 -3.461 -7.197  0.360
C 3.367 -4.022 -5.081  -0.540
H 4.194 -4.714 -5.189  0.367
C 2.729 -3.871 -3.849  -0.396
H 3.108 -4.427 -2.993  0.353
H 1.604 -3.378 -1.430  -0.249
C -0.825 -4.128 -1.918  -1.416
C 0.222 -3.318 -1.175  0.638
H -1.520 -4.652 -1.189  0.396
H -0.391 -4.932 -2.541  0.300
H -1.576 -3.499 -2.531  0.198
C 0.093 -2.776 0.070  0.061
C -0.976 -2.918 1.078  -1.229
H 1.040 -2.310 0.439  0.369
H -1.537 -3.855 1.181  0.480
H -1.732 -2.155 0.861  0.075
H -0.539 -2.689 2.065  0.265
Bi 1.997 0.477 -0.993  1.547
Cl -0.738 0.335 -1.022  -0.490
Cl 3.891 -1.203 -0.535  -0.554
H 1.690 2.673 -4.797  0.398
H -0.500 3.250 -5.245  0.321
C 1.414 2.217 -3.823  -1.097
C -0.891 3.066 -4.245  -0.977
N 0.228 2.904 -3.329  0.301
H 2.236 2.338 -3.094  0.241
C 0.134 3.260 -2.032  0.376
O 1.016 3.054 -1.164  -0.754
H -1.482 3.906 -3.905  0.362
H -0.817 3.743 -1.783  0.152
H 1.222 1.134 -3.985  0.381
H -1.522 2.174 -4.266  0.307
H 2.610 2.157 4.522  0.385
H 5.058 2.476 3.614  0.334
C 2.732 1.158 4.083  -0.795
C 4.961 1.546 3.045  -0.930
N 3.536 1.238 2.856  0.226
H 1.738 0.730 3.897  0.075
C 3.063 1.171 1.645  0.098
O 1.849 0.864 1.296  -0.361
H 5.395 1.665 2.049  0.305
H 3.811 1.342 0.851  0.183
H 3.264 0.545 4.818  0.389
H 5.461 0.735 3.566  0.331
C -5.839 -0.714 1.740  -0.517
C -5.177 -0.626 0.516  -0.560
C -3.877 -0.111 0.458  -0.744
C -3.289 0.388 1.622  0.449
C -3.940 0.306 2.850  -0.114
C -5.213 -0.281 2.918  -0.664
Sb -1.343 1.336 1.544  1.015
C -1.906 3.400 1.215  0.575
C -0.917 4.336 0.938  -0.626
C -1.249 5.697 0.884  -0.687
C -2.576 6.096 1.059  -0.576
C -3.572 5.143 1.310  -0.600
C -3.235 3.786 1.406  -0.323
C -0.851 1.484 3.659  0.135
C -0.534 2.730 4.198  -0.344
C -0.223 2.816 5.563  -0.589
C -0.215 1.662 6.350  -0.590
C -0.527 0.420 5.797  -0.551
C -0.872 0.329 4.437  -0.497
H -6.855 -1.129 1.788  0.329
H -5.666 -0.959 -0.404  0.374
H -3.346 -0.088 -0.488  0.413
H -3.484 0.691 3.763  0.388
H -5.707 -0.384 3.890  0.381
H 0.112 4.025 0.759  0.392
H -0.464 6.431 0.703  0.404
H -2.841 7.159 1.000  0.337
H -4.613 5.450 1.441  0.371
H -4.006 3.048 1.644  0.360
H -0.549 3.629 3.577  0.286
H -0.001 3.792 5.997  0.373
H 0.035 1.734 7.413  0.346
H -0.524 -0.485 6.409  0.389
H -1.170 -0.632 4.004  0.413

Summary:
- E_HOMO (eV) = -5.419
- gap between HOMO and LUMO (eV) = 4.991
- charge = 0

---

(2)
ORCA calculation (ωB97M-V/def2-TZVPD) on a structure of composition C35H42BrF4O3PSSiY.

Last column: Mulliken charge in e.
Geometry (Å):
Y -1.740 0.698 0.500  -0.652
C -3.056 2.751 -0.311  -0.698
C -2.681 2.954 1.046  -0.433
C -3.447 2.055 1.843  -0.531
C -4.283 1.311 0.978  -0.763
C -4.045 1.740 -0.344  -0.523
H -2.787 3.393 -1.141  0.659
H -2.101 3.789 1.423  0.613
H -3.521 2.081 2.922  0.632
H -5.056 0.619 1.286  0.544
H -4.608 1.434 -1.215  0.547
F -0.724 -3.434 7.164  -0.263
C -0.575 -2.536 6.205  0.533
C 0.466 -1.611 6.260  0.234
F 1.310 -1.605 7.283  -0.273
C 0.617 -0.694 5.224  0.320
F 1.606 0.192 5.320  -0.406
C -0.218 -0.676 4.106  -0.256
P 0.188 0.445 2.680  1.149
C 0.421 2.038 3.533  0.911
C 1.454 2.898 3.172  -0.484
C 1.583 4.127 3.794  -0.933
C 0.676 4.515 4.766  -0.648
C -0.380 3.680 5.098  -0.860
C -0.517 2.449 4.481  -0.662
C 1.850 -0.209 2.254  -0.075
C 1.878 -1.090 1.170  0.518
C 3.079 -1.636 0.752  -0.022
C 4.256 -1.312 1.408  -0.921
C 4.235 -0.432 2.477  -0.897
C 3.042 0.132 2.896  -0.270
C -1.278 -1.586 4.087  0.112
Br -2.528 -1.645 2.636  -0.018
C -1.461 -2.497 5.128  0.292
F -2.480 -3.344 5.094  -0.310
H 2.167 2.605 2.415  0.450
H 2.398 4.776 3.516  0.482
H 0.790 5.467 5.262  0.431
H -1.098 3.988 5.840  0.476
H -1.342 1.798 4.744  0.487
H 0.954 -1.330 0.650  -0.192
H 3.101 -2.305 -0.097  0.427
H 5.192 -1.740 1.084  0.443
H 5.154 -0.174 2.984  0.449
H 3.054 0.840 3.709  0.471
C 2.250 0.728 -2.258  -1.439
C 1.040 1.456 -1.684  1.314
C 0.446 2.434 -2.692  -1.552
C 1.451 2.217 -0.419  -1.773
O 0.034 0.499 -1.283  1.742
Si -0.613 -0.724 -2.259  -0.191
S -2.227 -1.265 -0.970  -0.685
O -1.115 0.044 -3.573  0.041
C -1.418 -0.195 -4.953  1.468
C -0.131 -0.618 -5.655  -1.431
C -1.945 1.127 -5.513  -1.734
C -2.513 -1.251 -5.069  -1.469
O 0.509 -1.879 -2.376  0.292
C 0.443 -3.313 -2.281  1.674
C 1.779 -3.850 -2.788  -1.659
C 0.204 -3.729 -0.832  -1.383
C -0.695 -3.824 -3.152  -1.714
H 2.982 1.439 -2.630  0.487
H 1.935 0.087 -3.073  0.197
H 2.709 0.111 -1.488  0.156
H 1.123 3.267 -2.849  0.511
H -0.510 2.813 -2.331  0.120
H 0.272 1.931 -3.634  0.194
H 2.206 2.960 -0.661  0.606
H 1.872 1.519 0.304  0.120
H 0.591 2.736 0.022  0.461
H 0.587 0.199 -5.637  0.309
H -0.331 -0.886 -6.687  0.553
H 0.308 -1.470 -5.142  0.140
H -1.186 1.904 -5.481  0.372
H -2.802 1.456 -4.931  0.344
H -2.256 0.988 -6.544  0.452
H -2.184 -2.198 -4.660  0.198
H -2.787 -1.392 -6.110  0.545
H -3.387 -0.926 -4.511  0.285
H 2.611 -3.346 -2.303  0.251
H 1.859 -3.687 -3.859  0.405
H 1.846 -4.917 -2.589  0.408
H 1.063 -3.498 -0.212  0.205
H 0.029 -4.798 -0.790  0.606
H -0.678 -3.222 -0.447  0.251
H -0.555 -3.511 -4.185  0.299
H -1.640 -3.430 -2.783  0.298
H -0.723 -4.907 -3.115  0.636

Summary:
- E_HOMO (eV) = -11.183
- gap between HOMO and LUMO (eV) = 8.224
- charge = +1
- energy above the lowest of the compared OMol25 structures with the same formula, charge and spin (kcal/mol) = 12.6

---

(3)
ORCA calculation (ωB97M-V/def2-TZVPD) on a structure of composition C35H42BrN6O2PPbSSb.

Last column: Mulliken charge in e.
Geometry (Å):
Pb 0.109 0.520 0.152  1.399
C -1.790 2.822 2.771  -0.734
C -0.440 3.430 2.549  0.448
C -0.241 4.793 2.757  -0.936
C 1.007 5.337 2.543  -0.727
C 2.037 4.496 2.142  -0.752
C 1.766 3.148 1.950  -0.023
N 0.551 2.626 2.150  0.610
Sb 3.548 2.045 1.433  0.812
C 3.338 1.920 -0.708  0.023
C 4.518 2.011 -1.428  -0.832
C 4.453 1.980 -2.817  -0.609
C 3.219 1.892 -3.422  -0.801
C 2.071 1.810 -2.634  0.676
C 0.718 1.767 -3.274  -1.108
N 2.141 1.810 -1.300  0.369
C 3.189 -0.066 1.779  -0.256
C 4.160 -0.642 2.589  -0.679
C 4.211 -2.022 2.714  -0.730
C 3.311 -2.783 1.998  -0.769
C 2.358 -2.151 1.202  0.477
C 1.409 -2.946 0.366  -0.856
N 2.284 -0.813 1.124  1.011
H -1.934 2.582 3.828  0.375
H -1.906 1.905 2.197  -0.303
H -2.579 3.513 2.475  0.477
H -1.073 5.411 3.070  0.512
H 1.184 6.395 2.688  0.420
H 3.036 4.885 1.989  0.457
H 5.468 2.110 -0.919  0.433
H 5.356 2.036 -3.412  0.431
H 3.125 1.876 -4.499  0.484
H 0.372 2.786 -3.461  0.318
H -0.014 1.279 -2.633  -0.066
H 0.756 1.232 -4.220  0.372
H 4.876 -0.017 3.107  0.466
H 4.955 -2.493 3.343  0.434
H 3.336 -3.863 2.040  0.514
H 1.441 -4.002 0.631  0.572
H 1.690 -2.822 -0.681  -0.100
H 0.386 -2.585 0.462  -0.257
Br -1.530 -1.212 -1.140  -0.814
C -0.628 -2.659 3.065  -1.482
P -0.774 -0.854 2.782  1.101
C 0.209 -0.207 4.177  -1.447
C -2.509 -0.579 3.258  0.177
C -2.908 -0.214 4.541  -0.385
C -4.252 -0.017 4.827  -0.687
C -5.207 -0.190 3.835  -0.523
C -4.816 -0.555 2.554  -0.739
C -3.473 -0.742 2.263  -0.149
H -1.004 -2.902 4.060  0.523
H 0.415 -2.967 2.989  0.415
H -1.212 -3.202 2.322  0.332
H -0.041 -0.700 5.118  0.527
H 0.074 0.872 4.273  0.267
H 1.262 -0.394 3.955  0.239
H -2.175 -0.073 5.325  0.303
H -4.552 0.269 5.826  0.417
H -6.254 -0.039 4.061  0.401
H -5.558 -0.688 1.777  0.433
H -3.169 -1.001 1.254  0.248
O 0.546 -1.324 -4.424  -0.444
C 1.061 -1.940 -3.370  -0.201
O 1.804 -1.398 -2.586  -0.544
C 0.633 -3.405 -3.239  0.537
N -0.198 -3.788 -4.394  -0.505
C 0.507 -4.832 -5.170  -0.680
C 1.964 -4.675 -4.751  -0.702
C 1.844 -4.344 -3.264  -0.710
H 0.072 -3.460 -2.305  0.536
H 0.003 -2.031 -4.862  0.420
H -1.123 -4.078 -4.112  0.260
H 0.352 -4.688 -6.238  0.346
H 0.144 -5.830 -4.905  0.330
H 2.421 -3.839 -5.286  0.232
H 2.554 -5.567 -4.952  0.432
H 2.731 -3.881 -2.837  0.365
H 1.616 -5.249 -2.697  0.374
S -1.365 3.236 -0.671  -0.419
C -2.868 2.898 -1.316  0.109
N -3.386 3.735 -2.277  0.021
C -4.585 3.544 -2.866  -0.101
C -5.332 2.470 -2.508  -0.968
C -4.776 1.633 -1.516  0.268
N -3.618 1.832 -0.942  -0.144
H -2.806 4.522 -2.536  0.248
H -4.882 4.272 -3.607  0.420
H -6.294 2.274 -2.953  0.405
H -5.321 0.756 -1.182  0.410

Summary:
- E_HOMO (eV) = -10.112
- gap between HOMO and LUMO (eV) = 7.694
- charge = +1
- energy above the lowest of the compared OMol25 structures with the same formula, charge and spin (kcal/mol) = 2.8

---

> The lowest gap between HOMO and LUMO belongs to which entry?

C35H42BiCl2N2O3Sb